Entry from OMol25: a cluster of 21 separate species, C22H86N2O19 in total in a non-equilibrium geometry (ωB97M-V/def2-TZVPD).

```
129
Properties=species:S:1:pos:R:3:mulliken_charge:R:1
C -0.234 -3.109 1.048 -0.89
C 0.039 -2.296 -0.236 -0.61
C 1.101 -1.158 0.169 1.37
C 1.611 -0.551 -1.205 -1.26
N 2.687 0.477 -1.048 1.31
C 3.835 -0.031 -0.207 -0.51
C 3.624 0.576 1.218 0.60
C 2.580 1.558 1.222 -0.27
C 2.200 1.675 -0.336 -1.71
C 3.198 1.008 -2.435 -0.61
C 2.190 1.531 -3.384 -0.16
C 2.885 1.816 -4.729 -1.04
H 0.721 -3.705 1.273 0.32
H -1.060 -3.917 0.754 0.41
H -0.643 -2.490 1.907 -0.19
H -0.758 -2.073 -0.688 0.75
H 0.647 -3.030 -0.883 -0.07
H 1.968 -1.560 0.733 -0.43
H 0.475 -0.461 0.655 -0.17
H 0.621 -0.260 -1.780 0.06
H 2.001 -1.282 -1.837 0.83
H 4.715 0.293 -0.591 -0.34
H 3.844 -1.068 -0.159 0.31
H 4.608 1.153 1.484 0.01
H 3.675 -0.191 2.031 -0.21
H 2.856 2.486 1.534 0.80
H 1.551 1.030 1.751 -0.42
H 2.796 2.514 -0.623 0.82
H 1.357 2.147 -0.564 0.87
H 3.461 0.064 -2.848 0.57
H 4.230 1.562 -2.164 -0.07
H 1.623 2.422 -2.773 0.07
H 1.490 0.924 -3.625 0.62
H 3.530 1.025 -4.998 0.54
H 3.606 2.628 -4.673 0.14
H 2.064 1.915 -5.684 0.00
C -10.052 -0.352 3.910 -1.45
C -8.955 -0.880 3.118 -0.36
C -7.790 0.022 3.021 -0.20
C -6.777 -0.486 1.899 -2.37
N -5.341 -0.093 2.039 1.31
C -4.519 -0.619 0.925 -1.05
C -3.921 -2.003 1.136 0.37
C -4.135 -2.149 2.595 -1.10
C -4.707 -0.945 3.149 -0.10
C -5.113 1.381 2.128 -0.69
C -5.617 2.241 0.909 0.01
C -5.569 3.670 1.063 -1.47
H -10.937 -1.037 3.801 0.35
H -10.406 0.725 3.809 0.32
H -10.018 -0.395 4.965 0.41
H -9.338 -1.074 2.131 0.37
H -8.663 -1.889 3.574 0.25
H -7.238 -0.127 4.081 0.16
H -8.113 1.032 2.895 0.46
H -7.154 -0.196 0.983 0.73
H -6.803 -1.422 1.853 1.08
H -3.656 0.029 0.721 0.17
H -5.017 -0.515 -0.009 0.57
H -2.824 -2.160 0.858 -0.87
H -4.278 -2.968 0.640 0.41
H -3.212 -2.497 3.014 0.50
H -4.771 -3.014 2.771 0.35
H -4.126 -0.155 3.816 0.32
H -5.620 -1.139 3.949 0.21
H -4.071 1.658 2.423 0.40
H -5.660 1.840 2.988 0.51
H -6.658 2.146 0.871 0.15
H -5.113 1.979 0.024 0.29
H -5.927 4.321 0.200 0.37
H -4.411 4.054 1.098 0.18
H -6.178 4.019 1.879 0.38
O -2.630 -1.431 -3.001 -0.71
H -2.406 -1.022 -2.141 0.46
H -2.534 -0.960 -3.893 0.30
O 6.675 -1.436 0.453 -0.60
H 6.711 -2.267 -0.157 0.31
H 7.023 -0.725 -0.103 0.25
O 6.853 0.274 -1.976 -0.61
H 7.119 0.177 -2.975 0.34
H 6.697 1.172 -2.071 0.22
O 0.760 -6.513 2.755 -0.53
H 0.596 -6.474 1.915 0.26
H 0.115 -6.103 3.160 0.27
O -1.601 1.854 1.154 -0.47
H -1.333 2.622 1.487 0.29
H -1.256 1.347 1.731 0.08
O 5.183 3.495 -0.262 -0.56
H 5.699 3.398 -1.122 0.28
H 4.640 4.205 -0.570 0.29
O 5.202 4.704 -4.363 -0.65
H 4.875 5.369 -3.845 0.31
H 6.132 4.852 -4.629 0.31
O 1.851 -1.179 3.916 -0.68
H 1.516 -1.578 4.637 0.25
H 2.405 -0.413 4.340 0.34
O 2.058 -5.548 -1.750 -0.57
H 2.661 -5.051 -1.419 0.31
H 1.699 -5.857 -0.999 0.24
O 0.870 -4.718 -3.814 -0.66
H -0.126 -4.520 -3.698 0.29
H 1.217 -5.036 -2.968 0.41
O 3.548 -3.875 -0.239 -0.73
H 4.585 -4.204 -0.316 0.28
H 3.417 -3.629 0.798 0.34
O -1.902 0.449 -1.300 -0.33
H -1.779 1.025 -0.603 0.12
H -2.330 0.781 -2.033 0.25
O 1.993 1.449 -8.189 -0.60
H 2.721 1.318 -8.753 0.29
H 1.730 0.529 -8.319 0.31
O 7.634 2.210 2.501 -0.63
H 6.917 1.598 2.835 0.36
H 7.179 3.014 2.493 0.28
O 3.512 -2.887 2.395 -0.61
H 4.429 -2.575 2.769 0.34
H 2.908 -2.283 2.938 0.26
O 0.296 3.710 -6.817 -0.61
H 0.886 3.145 -7.281 0.30
H 1.018 4.214 -6.425 0.31
O 2.648 5.471 -5.514 -0.51
H 2.623 6.304 -5.557 0.23
H 3.581 5.434 -5.265 0.31
O -0.681 0.164 3.348 -0.56
H -1.128 0.400 4.120 0.24
H 0.075 -0.428 3.392 0.26
O 5.857 0.756 3.859 -0.63
H 6.190 -0.250 3.727 0.35
H 5.020 0.912 4.151 0.23
```

Its net charge is +2. The relative energy (zero: lowest compared OMol25 entry of this formula, charge and spin) comes out at 0.0000 eV. Its largest force on an atom is 10.9 eV Å⁻¹. The HOMO-LUMO gap is 0.3178 hartree.

***

Entry from OMol25: an isolated molecule of C2H2N4O2 in a non-equilibrium geometry (ωB97M-V/def2-TZVPD).

```
10
Properties=species:S:1:pos:R:3:mulliken_charge:R:1
O 2.093 -1.446 0.696 -0.38
C 0.981 -1.031 0.942 0.01
N 0.313 0.142 0.421 0.36
N 0.812 1.437 0.421 -0.21
N -0.004 2.194 -0.169 -0.24
N -0.911 1.443 -0.838 -0.36
C -0.686 0.186 -0.503 0.54
O -1.381 -0.828 -0.913 -0.47
H 0.445 -1.534 1.741 0.35
H -1.662 -0.564 -1.798 0.38
```

Its net charge is 0. The relative energy (zero: lowest compared OMol25 entry of this formula, charge and spin) comes out at 3.5860 eV. Its largest force on an atom is 2.9 eV Å⁻¹. Its SMILES is O=Cn1nnnc1O. The HOMO-LUMO gap is 0.3779 hartree.

***

Entry from OMol25: a cluster of 3 separate species, C38H31BrF2NO8 in total in a non-equilibrium geometry (ωB97M-V/def2-TZVPD).

```
81
Properties=species:S:1:pos:R:3:mulliken_charge:R:1
C 7.606 -4.620 -4.171 -0.82
C 6.870 -3.594 -5.260 -0.58
C 6.325 -2.251 -4.520 -0.07
F 7.463 -1.642 -3.807 -0.35
C 4.960 -2.466 -3.572 0.97
C 4.144 -1.022 -3.803 -0.73
C 4.998 0.323 -3.492 0.40
O 5.952 0.900 -4.222 -0.54
Br 4.498 1.340 -1.794 -0.19
C 5.392 -2.610 -1.991 0.20
O 5.149 -3.690 -1.194 -0.68
O 6.096 -1.549 -1.191 -0.73
N 4.217 -3.573 -4.187 0.45
F 4.431 -4.817 -3.767 -0.23
C 2.789 -3.443 -4.529 -0.93
C 1.703 -3.317 -3.313 0.51
C 0.631 -4.596 -3.370 -1.19
O 2.251 -3.307 -1.956 -0.46
H 8.561 -5.158 -4.643 0.30
H 6.901 -5.489 -3.809 0.17
H 7.993 -4.074 -3.210 0.26
H 7.754 -3.250 -5.985 0.38
H 6.095 -4.141 -5.956 0.22
H 6.032 -1.486 -5.389 0.22
H 3.158 -0.960 -3.142 0.17
H 3.784 -0.900 -4.937 0.34
H 2.488 -4.461 -5.086 0.36
H 2.504 -2.615 -5.342 0.15
H 1.072 -2.310 -3.428 0.14
H 0.424 -4.943 -4.481 0.35
H 1.190 -5.487 -2.806 0.32
H -0.351 -4.300 -2.801 0.30
H 1.585 -3.597 -1.266 0.26
C 1.193 0.535 1.249 -0.64
C 1.217 1.404 2.339 -0.73
C 0.434 2.560 2.329 -0.45
C -0.366 2.854 1.219 0.56
C -0.371 1.998 0.118 0.43
C 0.401 0.830 0.138 -0.88
C -1.174 2.324 -1.079 0.46
O -1.182 1.571 -2.045 -0.70
C -1.959 3.574 -1.098 0.15
C -2.678 3.924 -2.248 -0.52
C -3.434 5.098 -2.270 -0.45
C -3.482 5.919 -1.143 -0.52
C -2.762 5.576 0.002 -0.53
C -1.991 4.406 0.021 0.17
C -1.205 4.069 1.224 0.66
O -1.242 4.793 2.213 -0.68
H 1.796 -0.370 1.261 0.50
H 1.844 1.181 3.200 0.43
H 0.454 3.230 3.186 0.42
H 0.392 0.150 -0.712 0.66
H -2.649 3.288 -3.131 0.45
H -3.988 5.371 -3.166 0.39
H -4.076 6.830 -1.158 0.39
H -2.800 6.224 0.876 0.43
C -7.497 -1.869 5.203 -0.45
C -6.361 -2.591 5.568 -0.45
C -5.127 -1.946 5.669 -0.55
C -5.026 -0.577 5.393 0.23
C -6.157 0.139 5.005 0.17
C -7.398 -0.506 4.921 -0.54
C -6.054 1.573 4.663 0.56
O -7.048 2.203 4.325 -0.69
C -4.734 2.232 4.726 0.30
C -4.611 3.576 4.350 -0.71
C -3.369 4.211 4.419 -0.38
C -2.252 3.511 4.873 -0.38
C -2.370 2.170 5.243 -0.63
C -3.612 1.527 5.161 0.22
C -3.720 0.100 5.521 0.56
O -2.738 -0.518 5.915 -0.68
H -8.460 -2.369 5.133 0.38
H -6.436 -3.656 5.776 0.39
H -4.245 -2.515 5.960 0.45
H -8.288 0.050 4.631 0.45
H -5.479 4.131 3.997 0.45
H -3.275 5.253 4.121 0.38
H -1.285 4.007 4.934 0.43
H -1.492 1.629 5.592 0.48
```

Its net charge is -1. Its largest force on an atom is 9.1 eV Å⁻¹. The HOMO-LUMO gap is 0.1485 hartree.